(1)
The following is a quantum chemistry calculation of 2 unconnected molecules or ions with the total composition C5H12NO in a non-equilibrium geometry, from the OMol25 dataset.

- E_HOMO (eV) = -2.6
- ΔE to the lowest compared entry with this formula, charge and spin (kcal/mol) = 25.4
- net charge = -1

Each line ends with the Mulliken charge.
Geometry (Å):
C 1.4247 0.1518 0.8618  -0.0762
C 1.0310 -1.0771 0.4755  -0.1161
C 1.8028 -2.1764 -0.2469  -1.0461
C 0.4171 1.1352 1.4144  -0.9798
H 2.3846 0.4876 0.4825  0.2436
H -0.0100 -1.3012 0.7414  0.2914
H 1.6431 -3.1846 0.1764  0.2678
H 1.5043 -2.1516 -1.3295  0.2071
H 2.8767 -1.9657 -0.1939  0.3051
H -0.4951 0.6209 1.7421  0.2917
H 0.1382 1.9033 0.6542  0.1621
H 0.8295 1.6931 2.2763  0.4204
N -2.3335 1.6517 -1.2342  -0.7109
C -1.5128 0.4263 -1.0610  -0.3549
O -1.7032 -0.2423 0.1456  -0.8248
H -3.3010 1.4012 -1.4720  0.2495
H -2.4958 2.0028 -0.2913  0.2734
H -1.7151 -0.2459 -1.9603  0.2262
H -0.4856 0.8709 -1.1809  0.1704

Forces on atoms 1 to 2 (eV/Å):
-0.672 -1.044 -1.329
-0.223 -0.180 1.156


(2)
The following is a quantum chemistry calculation of a molecular structure, C33H34FN2O6PPdSi, from the OMol25 dataset.

- E_HOMO (alpha / beta) (eV) = -6.8 / -8.5
- multiplicity = 5
- ΔE to the lowest compared entry with this formula, charge and spin (kcal/mol) = 0.0
- net charge = 0

Each line ends with the Mulliken charge.
Geometry (Å):
Pd -0.5658 -0.2685 -0.2692  1.6684
O 4.1647 -1.0980 -2.1223  -0.4340
C 3.0408 -1.2017 -1.8758  0.7477
O 1.9102 -1.3233 -1.6451  -0.3995
C 3.1705 1.3925 0.1441  -0.9130
P 0.6073 1.9974 -0.8470  1.2826
C 1.6516 2.8073 -2.0970  0.1133
C 2.0895 4.1261 -1.9950  -0.3072
C 2.9049 4.6664 -2.9785  -0.7483
C 3.2912 3.8953 -4.0664  -0.4897
C 2.8535 2.5832 -4.1789  -0.8378
C 2.0295 2.0459 -3.2023  0.0563
C -0.0624 3.3893 0.1104  0.3145
C -1.2006 4.0137 -0.4001  -0.4601
C -1.7802 5.0758 0.2751  -0.6745
C -1.2404 5.5064 1.4807  -0.4600
C -0.1196 4.8772 2.0016  -0.8219
C 0.4725 3.8223 1.3182  -0.3109
H 3.6212 2.2197 -0.3811  0.3170
H 3.7283 0.8043 0.8561  0.3026
H 1.7932 4.7299 -1.1465  0.3982
H 3.2417 5.6914 -2.8937  0.4163
H 3.9294 4.3196 -4.8305  0.3790
H 3.1471 1.9814 -5.0290  0.4183
H 1.6699 1.0274 -3.2992  0.1997
H -1.6394 3.6594 -1.3270  0.3785
H -2.6646 5.5542 -0.1255  0.3843
H -1.7054 6.3208 2.0203  0.3998
H 0.2963 5.2046 2.9457  0.4264
H 1.3430 3.3281 1.7305  0.4384
C -6.4507 -2.6129 3.7774  -1.7850
C -5.8855 -1.3156 4.3390  0.4936
C -7.0004 -0.3071 4.5649  -0.9994
C -6.4483 1.0008 5.1007  -1.0021
C -5.4147 1.5411 4.1545  1.0812
C -5.1877 2.8919 4.0369  -1.0329
C -4.2134 3.3628 3.1622  0.0781
F -4.0250 4.6961 3.0872  -0.3358
C -3.4604 2.5252 2.3954  0.4806
C -3.6822 1.1437 2.4920  0.4624
C -2.8518 0.2474 1.6773  1.4640
O -2.0603 0.7883 0.8676  -0.9970
C -3.0410 -1.1452 1.8972  -0.0586
C -4.0416 -1.5324 2.7481  -0.8164
N -4.8539 -0.7262 3.4432  0.3024
C -4.6582 0.6510 3.3649  -1.2371
C -2.2835 -2.3134 1.2628  0.2141
O -2.7419 -3.4355 1.4549  -0.7922
O -1.2174 -2.0667 0.6067  -0.7999
H -7.3006 -2.9109 4.3912  0.4316
H -5.7398 -3.4357 3.7886  0.5337
H -6.7996 -2.4683 2.7537  0.3940
H -5.4003 -1.5177 5.2999  0.1188
H -7.7137 -0.7420 5.2653  0.3885
H -7.5273 -0.1385 3.6208  0.3326
H -5.9941 0.8286 6.0819  0.3265
H -7.2410 1.7355 5.2436  0.4491
H -5.7593 3.5994 4.6245  0.4937
H -2.6989 2.8978 1.7246  -0.1944
H -4.1831 -2.5976 2.8500  0.7054
O 1.6803 -0.3163 1.8390  -0.5181
C 1.1582 0.2800 0.9479  -0.2959
N 1.7941 1.3446 0.2487  0.3783
C -1.1522 -3.3732 -2.3497  -1.0279
Si -2.2321 -1.8929 -2.6967  0.4336
C -3.7568 -1.8170 -1.6011  -0.8515
C -2.7893 -1.9881 -4.4953  -1.1307
C -1.2683 -0.2980 -2.5405  -0.9606
H -1.7515 -4.2858 -2.4005  0.3536
H -0.7137 -3.3256 -1.3531  0.3238
H -0.3547 -3.4544 -3.0927  0.3108
H -3.8801 -2.7382 -1.0283  0.3064
H -4.6564 -1.6608 -2.2006  0.4920
H -3.6872 -0.9933 -0.8869  -0.0043
H -3.3801 -2.8941 -4.6567  0.2838
H -1.9345 -2.0210 -5.1739  0.2961
H -3.4078 -1.1308 -4.7684  0.3053
H -1.8054 0.6476 -2.5666  0.6080
H -0.3141 -0.2277 -3.0594  0.2135

Forces on atoms 1 to 2 (eV/Å):
-0.198 0.107 0.130
0.165 0.016 -0.061


(3)
The following is a quantum chemistry calculation of a molecular structure, C23H37CeN2O in a non-equilibrium geometry, from the OMol25 dataset.

- E_HOMO (alpha / beta) (eV) = -13.8 / -13.8
- multiplicity = 2
- ΔE to the lowest compared entry with this formula, charge and spin (kcal/mol) = 39.6
- net charge = +2

Each line ends with the Mulliken charge.
Geometry (Å):
C 1.3579 2.0874 -1.3249  -0.1651
H 2.2709 2.5056 -0.8944  0.6231
H 1.4598 1.3763 -2.1832  -0.1661
H 1.8210 0.4698 0.7980  -0.1268
C 0.1401 2.9718 -1.2589  -0.3325
H -0.7894 2.5040 -1.6293  0.3533
H -0.0812 3.3241 -0.2367  0.3369
C 0.4028 4.2468 -2.1062  -1.3740
H -0.4678 4.9112 -2.0858  0.4053
H 1.2825 4.7717 -1.7003  0.3837
H 0.6229 3.9555 -3.1443  0.3488
C -0.8451 -1.6885 -0.1008  0.8398
C -1.4937 -0.8542 -1.0720  0.4240
C -0.5282 -0.5665 -2.1048  0.7452
C 0.7134 -1.2040 -1.7530  0.3366
C 0.5144 -1.8859 -0.4991  0.2601
C 1.5225 -2.6524 0.2917  -1.2545
C 1.9756 -1.1763 -2.5552  -1.4441
C -0.8190 0.1637 -3.3749  -1.1684
C -2.9716 -0.6253 -1.1468  -1.9181
C -1.5311 -2.4008 1.0176  -1.3376
Ce 0.2718 0.7137 0.0080  0.7412
H 2.8255 -1.5187 -1.9523  0.3352
H 1.9219 -1.8195 -3.4496  0.3927
H 2.2045 -0.1653 -2.9153  0.3230
H 2.5384 -2.4778 -0.0830  0.3513
H 1.4964 -2.3598 1.3531  0.1303
H 1.3332 -3.7374 0.2517  0.3713
H -2.5629 -2.0469 1.1456  0.3718
H -1.5768 -3.4828 0.8085  0.3166
H -1.0135 -2.2711 1.9781  0.3874
H -3.2184 0.2250 -1.7897  0.4459
H -3.4853 -1.5098 -1.5595  0.3462
H -3.4029 -0.4312 -0.1578  0.4514
H -0.1317 1.0046 -3.5343  0.2702
H -0.7281 -0.4946 -4.2551  0.3681
H -1.8388 0.5700 -3.3699  0.3274
C -2.6313 -1.1399 7.6482  -1.1071
C -1.1588 -0.9341 7.9232  -0.5623
N -0.4100 -0.3505 6.7998  0.2549
C -0.1089 1.0941 6.8952  -0.5389
C 0.9434 1.4010 7.9468  -0.9547
C -0.2895 -1.1043 5.6550  0.1873
O -0.8218 -2.1878 5.5211  -0.6173
C 0.6257 -0.5277 4.6014  -0.5473
C 1.9880 -0.3625 4.8855  0.0387
C 2.8393 0.0473 3.8565  -1.0385
C 2.3019 0.2504 2.6094  -0.1824
N 0.9381 0.1661 2.3698  -0.0478
C 0.1156 -0.2890 3.3245  -0.2832
H -3.1112 -0.2003 7.3579  0.2752
H -3.1059 -1.5078 8.5606  0.3916
H -2.7607 -1.8827 6.8578  0.3119
H -0.9999 -0.2491 8.7606  0.3140
H -0.6913 -1.9040 8.1467  0.3482
H 0.2154 1.4607 5.9152  0.2700
H -1.0473 1.6097 7.1540  0.3795
H 1.8720 0.8579 7.7402  0.1838
H 1.1632 2.4729 7.9297  0.3937
H 0.5911 1.1338 8.9481  0.3471
H 2.3824 -0.5637 5.8735  0.7034
H 3.9028 0.2175 3.9753  0.4616
H 3.0068 0.4964 1.8035  0.5118
H -0.9431 -0.4267 3.0822  0.8072

Forces on atoms 1 to 2 (eV/Å):
0.502 0.460 -0.801
-0.037 -0.134 -0.223


| no. | total energy (hartree) | molecular weight (g mol⁻¹) |
| --- | --- | --- |
| 1 | -327.65561 | 102.2 |
| 2 | -2697.43356 | 739.1 |
| 3 | -1557.74466 | 497.7 |